{"formula": "C14H40AsMnN4SSi2", "method": "ωB97M-V with the def2-TZVPD basis set", "max_force_ev_per_a": 1.60, "multiplicity": 6, "homo_energy_ev": [-9.20, -9.41], "mol_weight_da": 482.60, "total_charge": 1, "s_squared": 8.76, "e_lumo_ev": [-2.576, -2.618], "homo_lumo_gap_ev": [6.6, 6.8], "symbols": ["Mn", "C", "C", "N", "C", "C", "S", "C", "C", "N", "H", "H", "H", "H", "H", "H", "H", "H", "H", "H", "H", "H", "H", "H", "N", "C", "C", "N", "H", "H", "H", "H", "H", "H", "H", "H", "C", "Si", "C", "C", "As", "Si", "C", "C", "C", "H", "H", "H", "H", "H", "H", "H", "H", "H", "H", "H", "H", "H", "H", "H", "H", "H", "H"], "positions_angstrom": [[0.51601, 0.29336, -1.21152], [2.80483, -2.22903, 0.07752], [2.52565, -2.50596, -1.39965], [2.26087, -1.25293, -2.11648], [3.46621, -0.47433, -2.42184], [3.90923, 0.54547, -1.35683], [2.63226, 1.37472, -0.31060], [2.96392, 0.61300, 1.32473], [2.03883, -0.54303, 1.70460], [1.72848, -1.37800, 0.56061], [2.87722, -3.18185, 0.62397], [3.75894, -1.71314, 0.19797], [3.36011, -3.06347, -1.84857], [1.61651, -3.11082, -1.47269], [1.83748, -1.52256, -3.00180], [4.32284, -1.14373, -2.58995], [3.29494, 0.06703, -3.35477], [4.60710, 0.10273, -0.65007], [4.42942, 1.36312, -1.86081], [4.00847, 0.31122, 1.30277], [2.85880, 1.42233, 2.04624], [2.51772, -1.09999, 2.52468], [1.08553, -0.13751, 2.06694], [0.91519, -1.95570, 0.76484], [0.80443, 0.86241, -3.63963], [-0.18330, 1.70597, -4.31675], [-0.76618, 2.68314, -3.30038], [-1.20674, 1.91224, -2.13768], [1.60148, 1.46040, -3.42098], [1.12282, 0.15843, -4.29997], [-0.97541, 1.05837, -4.69949], [0.24896, 2.26217, -5.15880], [-1.58097, 3.25388, -3.76792], [0.00239, 3.39046, -2.96717], [-1.93629, 1.25787, -2.43201], [-1.62999, 2.53343, -1.45238], [-0.85635, -1.78166, 3.61081], [-1.72626, -1.90632, 1.90046], [-1.21492, -3.57908, 1.10217], [-3.61723, -1.92017, 2.15585], [-1.25428, -0.16648, 0.37477], [-2.43627, 1.63240, 1.36625], [-1.44637, 3.21587, 0.88506], [-4.24678, 1.68321, 0.73298], [-2.49492, 1.65181, 3.28270], [-1.34531, -2.42410, 4.33566], [-0.90200, -0.77036, 4.00162], [0.18782, -2.08051, 3.57627], [-1.83371, -4.38686, 1.47993], [-0.18381, -3.85861, 1.30808], [-1.35214, -3.54291, 0.02263], [-3.94381, -2.70481, 2.82779], [-4.11930, -2.06017, 1.20292], [-3.95120, -0.97396, 2.56805], [-1.95747, 3.83861, 0.15619], [-0.46635, 2.93564, 0.48454], [-1.27500, 3.84086, 1.75530], [-4.30334, 1.64621, -0.35200], [-4.78169, 2.56688, 1.06724], [-4.78733, 0.81785, 1.10523], [-1.49880, 1.68559, 3.71335], [-3.00600, 0.78907, 3.69538], [-3.02494, 2.53229, 3.63461]]}


{"formula": "C14H40BN2O6Rb", "method": "ωB97M-V with the def2-TZVPD basis set", "max_force_ev_per_a": 2.05, "multiplicity": 1, "homo_energy_ev": -8.40, "mol_weight_da": 428.76, "total_charge": 0, "e_lumo_ev": -0.158, "homo_lumo_gap_ev": 8.2, "symbols": ["Rb", "B", "H", "H", "H", "H", "C", "O", "C", "C", "N", "C", "C", "O", "C", "H", "H", "H", "H", "H", "H", "H", "H", "H", "H", "H", "H", "H", "H", "H", "C", "O", "C", "C", "N", "C", "C", "O", "C", "H", "H", "H", "H", "H", "H", "H", "H", "H", "H", "H", "H", "H", "H", "H", "C", "C", "O", "O", "H", "H", "H", "H", "H", "H"], "positions_angstrom": [[-0.07733, 0.79632, -0.61381], [-0.86268, 2.83458, -2.74048], [-0.75794, 3.40685, -1.74614], [-1.34841, 1.81964, -2.52074], [-1.53122, 3.49544, -3.42491], [0.17882, 2.77615, -3.26882], [2.09778, -3.26456, 3.04220], [0.72456, -3.33630, 2.75940], [0.34489, -2.38313, 1.78317], [-0.96618, -2.77490, 1.11313], [-1.59346, -1.56656, 0.59549], [-2.93612, -1.76849, -0.00389], [-2.83547, -2.62616, -1.25220], [-2.93702, -3.97475, -0.89901], [-2.58121, -4.87227, -1.92579], [2.36197, -2.28558, 3.46701], [2.71520, -3.50758, 2.17331], [2.32356, -3.96458, 3.84801], [1.13781, -2.25638, 1.04228], [0.19630, -1.42110, 2.29633], [-1.62410, -3.37475, 1.75185], [-0.72109, -3.42745, 0.27281], [-1.63763, -0.87640, 1.33739], [-3.30208, -0.76789, -0.23759], [-3.59841, -2.19647, 0.75597], [-1.85702, -2.39085, -1.70022], [-3.52365, -2.26564, -2.02908], [-2.73017, -5.87503, -1.53378], [-1.50721, -4.75495, -2.13581], [-3.12340, -4.71464, -2.86129], [-0.29969, 5.18349, 4.19414], [-0.90175, 4.08050, 3.55911], [-0.89315, 4.18747, 2.16016], [0.46814, 3.84244, 1.53716], [0.89285, 2.47616, 1.84924], [2.37250, 2.37060, 1.72664], [2.88510, 0.91981, 1.79106], [2.55376, 0.29150, 0.58516], [3.45049, -0.74501, 0.20264], [-0.05996, 4.90365, 5.21971], [-0.99115, 6.03134, 4.25915], [0.61452, 5.54781, 3.71872], [-1.11189, 5.18657, 1.76574], [-1.66625, 3.54512, 1.73976], [1.19543, 4.57938, 1.90317], [0.36957, 3.95554, 0.45396], [0.74052, 2.33319, 2.84816], [2.91960, 2.97055, 2.46215], [2.55192, 2.77769, 0.72864], [2.53262, 0.39258, 2.68444], [3.95944, 1.08795, 1.94885], [3.83490, -1.24913, 1.09336], [4.24423, -0.34965, -0.43407], [2.89201, -1.50639, -0.34798], [-0.49891, -1.37748, -4.12213], [-0.10798, -0.39583, -5.25722], [-1.03224, 0.64220, -5.43412], [0.10174, -1.16518, -2.83869], [-0.29655, -2.37274, -4.53447], [-1.58209, -1.32866, -4.01253], [-0.10161, -0.97523, -6.18125], [0.88813, 0.01090, -5.04899], [-0.88194, 1.32043, -4.74777], [0.92861, -1.65412, -2.81669]]}


{"formula": "C14H40Cl2O12", "method": "ωB97M-V with the def2-TZVPD basis set", "max_force_ev_per_a": 2.95, "multiplicity": 1, "homo_energy_ev": -9.56, "mol_weight_da": 471.37, "smiles": "ClCCCl.OCCO.OCCO.OCCO.OCCO.OCCO.OCCO", "total_charge": 0, "e_lumo_ev": 0.121, "homo_lumo_gap_ev": 9.7, "symbols": ["Cl", "C", "C", "Cl", "H", "H", "H", "H", "O", "C", "C", "O", "H", "H", "H", "H", "H", "H", "O", "C", "C", "O", "H", "H", "H", "H", "H", "H", "O", "C", "C", "O", "H", "H", "H", "H", "H", "H", "O", "C", "C", "O", "H", "H", "H", "H", "H", "H", "O", "C", "C", "O", "H", "H", "H", "H", "H", "H", "O", "C", "C", "O", "H", "H", "H", "H", "H", "H"], "positions_angstrom": [[-0.13803, -0.78867, -7.70082], [-1.30852, -0.95839, -6.31710], [-0.60003, -1.56643, -5.13062], [-1.64638, -1.44690, -3.78262], [-2.23953, -1.50023, -6.48364], [-1.61430, 0.03757, -5.99670], [0.28619, -0.96244, -4.93588], [-0.35818, -2.62667, -5.20479], [-0.73722, 2.38166, -1.59634], [-0.19011, 1.16099, -1.18685], [-1.34060, 0.20479, -0.78065], [-1.81407, 0.36527, 0.58628], [-1.66609, 2.25867, -1.80534], [0.26335, 0.79898, -2.10957], [0.51202, 1.03501, -0.36269], [-1.08186, -0.84198, -0.94010], [-2.11167, 0.32126, -1.54223], [-1.09011, 0.13033, 1.17133], [-0.72522, -1.67836, 2.81289], [-1.65941, -1.48699, 3.92450], [-0.81510, -1.28026, 5.20307], [-0.38390, -2.53232, 5.69627], [-0.60331, -2.62121, 2.67962], [-2.27917, -0.64461, 3.61723], [-2.27221, -2.38269, 4.02592], [-1.33316, -0.77681, 6.01931], [0.01902, -0.59512, 5.05162], [0.39682, -2.35100, 6.22466], [3.44571, -0.17914, 0.43057], [2.95405, -1.19613, -0.44395], [1.70952, -1.97085, 0.04151], [2.17654, -3.09200, 0.78871], [3.90830, -0.48449, 1.21439], [2.59412, -0.71485, -1.35330], [3.61510, -1.95444, -0.86358], [0.95856, -2.19383, -0.71640], [1.20635, -1.36349, 0.79387], [2.75574, -3.51617, 0.15137], [0.01808, 0.94038, 2.51466], [1.23324, 1.52125, 2.92923], [1.37157, 2.97641, 2.41004], [0.37113, 3.78239, 2.97446], [-0.05234, -0.01644, 2.54834], [1.39022, 1.56575, 4.00695], [2.11817, 1.00517, 2.55686], [1.17194, 2.90830, 1.34064], [2.38841, 3.36885, 2.42079], [-0.49904, 3.54144, 2.64834], [4.93469, 2.93715, -0.49994], [4.18350, 3.10658, -1.71565], [3.31766, 4.39575, -1.69441], [2.14626, 4.53812, -0.93089], [4.51591, 2.31864, 0.10311], [4.91671, 3.23218, -2.51235], [3.61562, 2.20913, -1.96097], [2.87098, 4.55864, -2.67525], [3.94339, 5.26648, -1.49847], [1.48233, 3.95518, -1.30637], [-3.51876, -3.68850, -0.34509], [-3.72354, -2.38642, -0.72703], [-5.13037, -1.82882, -0.26765], [-5.37245, -2.28397, 1.09605], [-2.83894, -4.13952, -0.85108], [-2.99092, -1.73353, -0.25257], [-3.53382, -2.22754, -1.78857], [-5.87049, -2.29918, -0.91502], [-5.18170, -0.74047, -0.29882], [-6.07052, -1.77158, 1.51049]]}


{"formula": "C14H40CrOP2Si2", "method": "ωB97M-V with the def2-TZVPD basis set", "max_force_ev_per_a": 8.29, "multiplicity": 4, "homo_energy_ev": [-11.27, -11.55], "mol_weight_da": 394.59, "total_charge": 1, "s_squared": 3.81, "e_lumo_ev": [-4.425, -4.419], "homo_lumo_gap_ev": [6.8, 7.1], "symbols": ["Cr", "H", "H", "P", "P", "C", "H", "H", "H", "C", "H", "H", "H", "C", "H", "H", "H", "C", "H", "H", "H", "C", "H", "H", "H", "C", "H", "H", "H", "C", "O", "H", "C", "Si", "C", "C", "C", "Si", "C", "C", "C", "H", "H", "H", "H", "H", "H", "H", "H", "H", "H", "H", "H", "H", "H", "H", "H", "H", "H", "H"], "positions_angstrom": [[-0.86724, 0.19523, 0.36028], [-0.03037, -3.07163, -3.33292], [-0.08784, -3.59861, -2.80218], [-2.41629, 0.80844, -1.13528], [-1.58570, -1.60908, 1.43201], [-1.37582, -1.32486, 3.21118], [-0.67518, -2.05296, 3.63644], [-0.99422, -0.31263, 3.39096], [-2.35576, -1.40511, 3.69656], [-3.23725, -2.38276, 1.31013], [-3.39168, -2.75031, 0.28649], [-3.27776, -3.23079, 2.00811], [-4.01964, -1.65970, 1.56881], [-0.57803, -3.04756, 0.93632], [0.43366, -2.76186, 0.62478], [-0.52869, -3.75060, 1.77875], [-1.06310, -3.54253, 0.08135], [-4.14190, 0.28900, -0.79432], [-4.82384, 0.82283, -1.46632], [-4.23776, -0.79232, -0.94488], [-4.40376, 0.51511, 0.24297], [-2.58853, 2.61609, -1.30380], [-1.71484, 3.06428, -1.79323], [-3.49069, 2.84999, -1.88453], [-2.68180, 3.06468, -0.30734], [-2.34660, 0.20895, -2.86405], [-2.39954, -0.88718, -2.86258], [-3.20754, 0.59970, -3.42619], [-1.42859, 0.50039, -3.37915], [-0.73898, 1.62008, 1.56237], [-0.70071, 2.53215, 2.30688], [-2.32562, 0.19744, 0.99326], [3.25989, 1.19082, 1.89019], [2.46097, -0.37079, 1.18693], [3.84939, -1.39511, 0.42934], [1.93281, -1.34893, 2.70278], [1.14426, -0.01922, -0.16555], [1.70156, 1.46511, -1.24978], [3.53360, 1.34111, -1.73275], [0.82044, 1.43803, -2.90990], [1.43416, 3.14196, -0.42843], [3.98608, 0.87047, 2.65612], [2.51416, 1.83402, 2.37912], [3.80517, 1.78152, 1.14222], [4.63699, -1.52416, 1.18745], [3.48410, -2.39290, 0.14903], [4.29106, -0.92219, -0.45472], [1.27845, -0.77912, 3.37214], [1.43503, -2.29551, 2.46201], [2.84157, -1.60152, 3.27353], [1.01948, -0.90903, -0.82840], [3.75319, 0.36100, -2.17915], [3.71269, 2.10944, -2.50245], [4.24264, 1.51539, -0.91298], [0.63869, 0.40481, -3.23751], [1.47081, 1.91237, -3.66125], [-0.12890, 1.99021, -2.89554], [0.40029, 3.49946, -0.53735], [1.66746, 3.11810, 0.64343], [2.09559, 3.88076, -0.90938]]}